# 1
The following is a quantum chemistry calculation of C22H23HfN5O2Se as an isolated structure, from OMol25.

Last column: Mulliken charge in e.
Element x y z (Å)
N: 0.10652 2.11626 -0.41615  0.00
C: 0.15730 3.28021 -0.40144  0.87
C: 0.22868 4.69888 -0.28143  -1.18
H: -0.78889 5.11236 -0.32866  0.35
H: 0.82815 5.09366 -1.11302  0.38
H: 0.69979 4.95996 0.67828  0.37
N: 1.70603 -1.01886 -0.78818  0.03
C: 2.65738 -1.66811 -0.95066  0.86
C: 3.82686 -2.47631 -0.99000  -1.15
H: 4.51896 -2.05509 -1.73022  0.37
H: 3.54464 -3.49498 -1.28941  0.36
H: 4.29854 -2.48704 0.00365  0.37
N: -1.89775 -1.00463 -0.52546  -0.33
C: -2.93566 -1.52846 -0.49495  0.83
C: -4.21562 -2.12774 -0.30942  -1.12
H: -4.14530 -2.91501 0.45500  0.36
H: -4.53803 -2.56573 -1.26217  0.40
H: -4.93605 -1.35821 0.00386  0.35
Hf: -0.04959 0.01867 -0.33806  0.30
C: -0.02128 -1.96899 1.24785  0.35
O: -0.07532 -3.01120 1.74028  -0.11
C: 1.40639 0.58590 1.60531  0.21
O: 2.16211 0.97702 2.39146  -0.14
C: 0.50417 1.35218 -3.16680  -0.44
C: -0.88939 1.42105 -3.03896  -0.50
C: -1.65078 0.24901 -3.05852  -0.46
C: -1.01876 -0.99465 -3.19355  -0.47
C: 0.37121 -1.06353 -3.30128  -0.36
C: 1.13268 0.11172 -3.29525  -0.51
H: 1.09556 2.26877 -3.25825  0.51
H: -1.39298 2.39328 -3.02282  0.52
H: -2.74363 0.31344 -3.05602  0.51
H: -1.61319 -1.90751 -3.29934  0.52
H: 0.85160 -2.02980 -3.48368  0.53
H: 2.20979 0.06981 -3.48201  0.53
C: 0.23429 -0.85268 4.30692  -0.72
N: -0.13797 0.54213 4.50252  0.36
C: -0.90350 1.27528 3.63187  -0.36
Se: -1.68187 0.70253 2.04932  0.11
N: -1.07011 2.48957 4.25212  0.08
C: -0.48278 2.49961 5.51732  0.56
C: -0.58816 3.39746 6.57384  -0.78
C: -0.02665 3.01184 7.79781  -0.58
C: 0.58020 1.74813 7.95147  -0.76
C: 0.64899 0.84059 6.89030  -0.98
C: 0.11723 1.26259 5.67565  1.29
H: -0.64409 -1.45416 4.04311  0.37
H: 0.64744 -1.19068 5.26236  0.21
H: 0.99207 -0.94852 3.52163  0.16
H: -1.62944 3.24672 3.86525  0.26
H: -1.09523 4.34957 6.41748  0.41
H: -0.05764 3.68798 8.65945  0.43
H: 0.99524 1.47522 8.91555  0.44
H: 1.07706 -0.15455 6.96982  0.37

- Frontier orbital gap: 5.01 eV
- Total charge: +4
- Maximum force: 5.0 eV Å⁻¹
- Energy relative to the best compared isomer or geometry (same formula, charge and spin): 0.0 kcal per mole
- E_tot: -3724.40685 a.u.

# 2
The following is a quantum chemistry calculation of an isolated molecule of C22H23IN2O, from OMol25.

Last column: Mulliken charge in e.
Element x y z (Å)
C: -1.36912 -0.05015 4.87112  -0.99
N: -2.12109 -0.53271 3.67164  0.10
C: -2.70017 -1.89488 3.73457  -0.60
C: -3.88376 -1.93363 2.78317  -0.74
C: -3.34089 -1.60121 1.38144  -0.55
C: -2.81965 -0.17295 1.38046  -1.09
C: -1.63985 -0.00087 2.38016  0.12
C: -0.36694 -0.70444 1.91255  -1.17
N: 0.15791 -0.20297 0.64049  0.69
C: 0.51382 1.09638 0.38319  -0.51
C: 0.86719 1.20249 -0.92556  0.05
C: 1.35626 2.47138 -1.52941  0.26
O: 0.77796 3.52352 -1.23238  -0.60
C: 2.38848 2.45544 -2.59055  0.77
C: 2.07890 3.15547 -3.79488  -0.31
C: 2.99817 3.29213 -4.82374  -0.72
C: 4.25477 2.72174 -4.64393  -0.43
C: 4.60439 2.05301 -3.43592  -0.43
C: 3.65523 1.91740 -2.42384  -0.23
I: 4.38826 1.08277 -0.45974  0.01
C: 0.78297 -0.13372 -1.51594  0.85
C: 0.97286 -0.64795 -2.82153  -0.42
C: 0.88966 -2.01341 -3.04462  -0.65
C: 0.62247 -2.89989 -1.96995  -0.94
C: 0.35430 -2.37270 -0.72517  -0.61
C: 0.44827 -0.99934 -0.47734  0.02
H: -1.91937 -0.21278 5.81503  0.33
H: -0.42331 -0.61834 4.94728  0.35
H: -1.13321 1.01004 4.78865  0.30
H: -3.03812 -2.10857 4.74334  0.44
H: -1.95529 -2.65246 3.46322  0.23
H: -4.63273 -1.18559 3.08663  0.31
H: -4.38718 -2.90298 2.82734  0.41
H: -2.59287 -2.30499 1.04944  0.24
H: -4.18349 -1.64048 0.69970  0.34
H: -3.57771 0.55788 1.63424  0.47
H: -2.50480 0.06777 0.36926  0.30
H: -1.39865 1.10073 2.40236  0.39
H: 0.46654 -0.57599 2.60622  0.22
H: -0.51779 -1.79126 1.86580  0.24
H: 0.53309 1.89928 1.14508  0.41
H: 1.08533 3.57701 -3.93175  0.38
H: 2.72146 3.79442 -5.72188  0.43
H: 5.03521 2.90755 -5.39705  0.33
H: 5.60421 1.69010 -3.32192  0.40
H: 1.27894 -0.06144 -3.67002  0.43
H: 1.08704 -2.37071 -4.02896  0.44
H: 0.51060 -3.95468 -2.18356  0.39
H: 0.07171 -3.03542 0.08729  0.35

- Frontier orbital gap: 8.00 eV
- Maximum force: 2.5 eV Å⁻¹
- Energy relative to the best compared isomer or geometry (same formula, charge and spin): 0.0 kcal per mole
- E_tot: -1334.55044 a.u.
- SMILES string: CN1CCCC[C@@H]1Cn1cc(C(=O)c2ccccc2I)c2ccccc21